DFT (ωB97M-V with the def2-TZVPD basis set) results for a structure of composition C15H28ClIO4PdS in a non-equilibrium geometry.

Computed properties:
HOMO: -14.20 eV
E_LUMO: -12.78 eV
energy: -59112.347 eV
gap between HOMO and LUMO: 1.42 eV

The geometry in ORCA input format:
```
! RIJCOSX wB97M-V def2-TZVPD def2/J DEFGRID3
* xyz 2 1
C -4.363 -2.599 3.706
O -4.405 -1.937 2.427
C -3.414 -2.398 1.560
C -3.848 -1.974 0.120
C -2.907 -1.014 -0.540
C -2.735 0.321 0.167
C -2.041 1.327 -0.768
C -1.498 2.559 -0.060
C -0.284 2.325 0.822
C 0.994 2.069 0.026
C 1.857 1.053 0.744
C 3.134 0.616 0.008
C 2.947 -0.740 -0.673
C 4.096 -1.130 -1.611
C 4.399 -2.608 -1.611
Cl 5.526 -2.938 -2.968
C 3.697 1.680 -0.960
I 5.685 2.274 -0.387
S 2.888 3.287 -1.044
O 2.335 3.389 -2.346
O 3.902 4.264 -0.767
O 1.713 3.336 -0.004
H -4.547 -3.661 3.560
H -5.143 -2.154 4.301
H -3.386 -2.440 4.154
H -2.482 -1.881 1.802
H -3.305 -3.477 1.629
H -3.857 -2.890 -0.470
H -4.853 -1.574 0.155
H -3.369 -0.726 -1.570
H -1.919 -1.425 -0.725
H -3.733 0.690 0.376
H -2.182 0.160 1.089
H -1.275 0.790 -1.329
H -2.802 1.662 -1.469
H -2.293 2.986 0.544
H -1.284 3.305 -0.820
H -0.128 3.238 1.386
H -0.439 1.525 1.536
H 0.744 1.730 -0.977
H 1.271 0.173 0.973
H 2.154 1.496 1.691
H 3.877 0.461 0.780
H 2.818 -1.465 0.124
H 2.021 -0.735 -1.247
H 5.001 -0.570 -1.371
H 3.809 -0.859 -2.621
H 4.924 -2.916 -0.719
H 3.522 -3.206 -1.814
H 3.779 1.358 -1.987
Pd -4.603 -0.756 -2.820
*
```

Atomic partial charges in e from the natural (NBO) method, atoms 1 to 6:
1 C -0.2559
2 O -0.4695
3 C -0.0383
4 C -0.4510
5 C -0.2173
6 C -0.4219